Here is 6 unconnected molecules or ions with the total composition C24H52N7O5S3 at a distorted geometry from the Open Molecules 2025 dataset. Energies are from ωB97M-V/def2-TZVPD.

Geometry as XYZ:
```
91
C24H52N7O5S3, DFT ωB97M-V/def2-TZVPD
C 5.0513 -4.5041 -1.9294
C 3.5472 -4.1009 -2.4904
S 2.1952 -5.2868 -1.8696
C 1.4559 -4.5615 -0.3090
C 0.0643 -3.6739 -0.5784
C -1.2602 -4.6378 -0.7784
C -2.5953 -3.8566 -1.3208
S -3.7900 -3.4742 0.1114
C -2.3050 -2.5591 -2.2783
N -0.9767 -1.8730 -2.0515
N -0.9906 -0.9582 -0.9733
C -0.0544 0.0408 -1.2693
S 1.1441 1.1004 -1.9397
C 0.2182 -2.8013 -1.9656
H 5.0103 -5.3554 -1.0960
H 5.7317 -4.8983 -2.8020
H 5.5315 -3.5517 -1.4007
H 3.3638 -2.9814 -2.1194
H 3.5276 -4.1052 -3.6830
H 1.3234 -5.3530 0.5536
H 2.2402 -3.7680 0.1014
H -0.0783 -3.0260 0.3918
H -1.5684 -5.2261 0.2093
H -0.9459 -5.4677 -1.5767
H -3.1856 -4.6428 -1.9978
H -3.0478 -2.5815 0.9179
H -3.1483 -1.7547 -2.0195
H -2.3996 -2.7667 -3.4298
H -0.8099 -1.2625 -2.9078
H 0.1011 -3.5672 -2.8736
H 1.2598 -2.2771 -2.0934
C 1.0332 2.5216 3.3854
O 1.2715 2.9809 4.4954
N 0.0201 2.9379 2.5478
C -0.1971 2.3420 1.2456
C -0.8560 4.0057 2.9828
H 1.6388 1.7056 2.9570
H -0.1033 3.1186 0.4813
H -1.2041 1.9164 1.2151
H 0.5326 1.5525 1.0468
H -0.2571 4.8999 3.1793
H -1.3526 3.7036 3.9096
H -1.6062 4.2257 2.2179
C 4.1962 -1.0787 4.0007
O 3.5550 -0.9176 2.9698
N 4.1284 -0.2751 5.1191
C 4.9220 -0.5333 6.3030
C 3.2351 0.8645 5.1113
H 4.9056 -1.9154 4.1134
H 4.2502 -0.6905 7.1515
H 5.5612 0.3328 6.4959
H 5.5484 -1.4198 6.1719
H 2.2122 0.5140 4.9443
H 3.5168 1.5323 4.2919
H 3.2889 1.4041 6.0612
C -1.6658 5.3047 -3.2398
O -2.1691 6.4209 -3.2113
N -2.1294 4.2002 -2.5568
C -1.4758 2.9105 -2.6430
C -3.3079 4.3325 -1.7260
H -0.7655 5.0936 -3.8406
H -2.1872 2.1793 -3.0369
H -1.1555 2.6089 -1.6418
H -0.6038 2.9537 -3.3011
H -4.1463 4.6616 -2.3471
H -3.1196 5.0891 -0.9586
H -3.5542 3.3789 -1.2502
C -5.6890 -2.3967 3.2333
O -6.3500 -1.3729 3.1110
N -5.8204 -3.3171 4.2516
C -4.9979 -4.5070 4.3258
C -6.8127 -3.0879 5.2810
H -4.9064 -2.6680 2.5053
H -5.6463 -5.3872 4.2993
H -4.4377 -4.4915 5.2650
H -4.2953 -4.5532 3.4894
H -7.8011 -3.0280 4.8158
H -6.5984 -2.1365 5.7768
H -6.8004 -3.8974 6.0165
C 2.1304 3.7964 -6.0361
O 1.8209 3.0018 -5.1570
N 2.7359 5.0185 -5.8332
C 3.0711 5.9040 -6.9293
C 3.0472 5.4315 -4.4807
H 1.9386 3.5818 -7.1006
H 4.1506 6.0790 -6.9249
H 2.5446 6.8525 -6.7913
H 2.7818 5.4692 -7.8899
H 3.7208 4.6964 -4.0301
H 2.1225 5.4662 -3.8971
H 3.5221 6.4168 -4.4773
```

Results
Energy, Ha: -2899.2114
Total charge: +1
Strongest force on any atom, eV Å⁻¹: 7.68